Entry 1:
Here is a cluster of 2 separate species, C11H23N5O6 in total in a non-equilibrium geometry from OMol25. Energies are from ωB97M-V/def2-TZVPD.

Values from the calculation:
**Electronic energy**: -31514.5583 eV
**ΔE to the lowest compared entry with this formula, charge and spin**: 3.344 eV
**Structure (SMILES)**: [H]/N=C(/N)NCCC[C@H](N)C(=O)O.N[C@@H](CCC(=O)O)C(=O)O
**HOMO**: -8.7381 eV

Each line ends with the Mulliken charge.
Element x y z (Å)
H 3.31613 2.28876 1.92789  0.30
N 3.29789 3.24517 1.60622  -0.79
C 2.88877 3.26113 0.37938  0.48
N 2.42109 4.46904 -0.16747  -0.49
N 2.85906 2.20488 -0.52296  -0.20
C 3.03072 0.83382 -0.05420  -0.51
C 3.04785 -0.15246 -1.23350  -0.78
C 3.47506 -1.59207 -0.86997  -1.10
C 2.62125 -2.28771 0.16688  0.71
N 3.08744 -3.65773 0.46144  -0.76
C 1.10919 -2.39286 -0.21279  0.20
O 0.48108 -1.44677 -0.64896  -0.51
O 0.57821 -3.59609 0.02584  -0.56
H 2.75048 4.68152 -1.05979  0.21
H 2.51066 5.23182 0.49893  0.28
H 2.17727 2.35427 -1.27579  0.29
H 3.98109 0.74172 0.50149  0.34
H 2.21616 0.56271 0.70463  0.27
H 2.03640 -0.17189 -1.68245  0.27
H 3.74810 0.25627 -1.96915  0.42
H 4.44788 -1.53128 -0.45674  0.32
H 3.51882 -2.18418 -1.77311  0.43
H 2.63686 -1.68737 1.07623  0.34
H 3.57143 -4.03322 -0.31409  0.20
H 3.72349 -3.71798 1.24369  0.26
H 1.32900 -4.11947 0.38909  0.43
N -3.92446 1.05931 -1.79394  -0.75
C -4.36799 -0.11237 -1.00621  -0.03
C -3.19326 -0.62480 -0.16510  -0.68
C -2.89290 0.67786 0.76854  -1.15
C -1.69007 0.16090 1.64339  0.36
O -0.48417 0.22935 1.57140  -0.56
O -2.35733 -0.73414 2.46550  -0.54
C -5.61448 0.35509 -0.24950  0.47
O -6.13293 1.44713 -0.38680  -0.56
O -6.13278 -0.68230 0.60349  -0.42
H -4.56027 1.16473 -2.58091  0.27
H -4.19951 1.79768 -1.31415  0.29
H -4.65701 -0.89645 -1.61645  0.63
H -2.29766 -0.91657 -0.84048  0.14
H -3.48690 -1.48919 0.38673  0.52
H -3.62893 0.73480 1.33999  0.58
H -2.78990 1.55737 0.30836  0.69
H -1.52041 -0.92184 3.25746  0.39
H -6.93044 -0.36660 0.86796  0.32

Entry 2:
Here is a cluster of 2 separate species, C11H23OP in total in a non-equilibrium geometry from OMol25. Energies are from ωB97M-V/def2-TZVPD.

Values from the calculation:
**Electronic energy**: -23110.4621 eV
**ΔE to the lowest compared entry with this formula, charge and spin**: 2.368 eV
**HOMO (alpha / beta)**: -6.6468 / -7.2658 eV

Each line ends with the Mulliken charge.
Element x y z (Å)
C 2.06511 -0.95020 -0.83197  0.85
C 3.29304 -1.63797 -1.34989  -1.72
C -0.53301 -1.38568 1.89372  -1.43
C -1.66180 1.66565 -2.02895  -1.41
C -3.99318 -0.47722 -0.15631  -1.51
C 3.00980 1.73686 1.44146  -1.05
C -1.12930 -0.03210 1.43058  -0.45
C -1.37377 1.49416 -0.61663  -0.55
C -2.56376 -0.84282 -0.60732  -0.65
C 3.32040 0.40652 0.73091  -0.43
C -1.63298 0.08605 0.02607  0.51
O 2.08961 -0.08563 0.16039  -0.32
P 0.54082 -1.30047 -1.56278  -0.15
H 2.97355 -2.51581 -1.78308  0.56
H 3.84204 -1.06543 -2.04225  0.38
H 4.03034 -2.01410 -0.59105  0.34
H -1.24187 -2.05647 2.17813  0.51
H -0.11997 -1.81193 0.98361  0.17
H 0.08583 -1.22587 2.76402  0.36
H -2.62916 1.61574 -2.36776  0.40
H -1.23399 2.58619 -2.43372  0.36
H -1.22616 0.82045 -2.64287  0.22
H -4.65226 -1.21166 -0.32591  0.51
H -4.26290 0.41903 -0.79112  0.22
H -3.92170 -0.24195 0.81961  0.41
H 2.19131 1.53880 2.13058  0.24
H 4.04369 1.89296 1.89529  0.36
H 2.82917 2.37686 0.63011  0.32
H -0.49668 0.81824 1.62720  0.33
H -1.98300 0.29104 2.28373  0.33
H -1.93720 2.20175 0.03830  0.37
H -0.39369 1.73401 -0.34178  0.32
H -2.55283 -0.91652 -1.64404  0.46
H -2.53892 -1.84476 -0.29119  0.49
H 3.71502 -0.45166 1.49352  0.26
H 4.04840 0.38394 -0.11862  0.40

Entry 3:
Here is a structure of composition C11H24ClIMnN3OP2 in a non-equilibrium geometry from OMol25. Energies are from ωB97M-V/def2-TZVPD.

Values from the calculation:
**Electronic energy**: -88819.4981 eV
**Charge**: +2
**ΔE to the lowest compared entry with this formula, charge and spin**: 0.000 eV
**2S+1**: 5
**HOMO (alpha / beta)**: -14.5675 / -14.5371 eV

Each line ends with the Mulliken charge.
Element x y z (Å)
C 2.27069 2.14295 -4.16473  -0.76
I 1.26518 0.60630 -2.93429  0.24
H 2.70193 2.90197 -3.52039  0.34
H 1.45575 2.51384 -4.79364  0.32
H 3.01141 1.56343 -4.72710  0.32
Mn 0.23440 0.49721 -0.61612  -0.93
P 1.69726 -1.26001 0.04548  1.11
C 1.64113 -2.87185 -0.81508  -1.21
C 3.44705 -0.78728 -0.13675  -1.18
H 1.48328 -0.83694 2.40716  0.37
H 2.31431 -2.40442 2.08392  0.43
H 0.53177 -2.26660 1.89827  0.36
C 1.48962 -1.74435 1.79422  -1.25
H 3.64839 0.07941 0.51003  0.39
H 4.07844 -1.64293 0.15389  0.43
H 2.49293 -3.48627 -0.48347  0.44
H 1.69971 -2.72244 -1.90169  0.36
H 3.65853 -0.51400 -1.18042  0.36
H 0.69865 -3.38280 -0.56994  0.41
C -0.78341 -0.96489 -1.20935  0.28
O -1.34696 -1.83237 -1.77034  -0.21
Cl 1.27213 2.09033 0.55403  -0.31
C -4.96713 1.64135 -0.15662  -0.87
N -4.46278 0.48932 0.63727  0.11
C -4.26189 0.88956 2.04907  -0.84
N -3.37949 2.08757 2.18995  0.10
C -3.93038 3.20438 1.35375  -0.81
N -4.08963 2.82466 -0.06142  0.15
C -2.80744 2.62891 -0.74074  -1.02
P -1.86080 1.22069 0.06873  2.00
C -3.23597 -0.05572 0.04173  -1.11
C -1.98250 1.79653 1.85390  -0.83
H -5.96130 1.93920 0.22703  0.29
H -5.06439 1.31957 -1.20729  0.37
H -3.80583 0.05207 2.59796  0.38
H -5.25048 1.15168 2.47888  0.28
H -3.25679 4.07208 1.45227  0.38
H -4.93511 3.47031 1.73449  0.30
H -2.97893 2.40813 -1.80680  0.45
H -2.21153 3.55652 -0.69077  0.40
H -2.89511 -0.93811 0.61360  0.53
H -3.43308 -0.38667 -0.98787  0.53
H -1.33809 2.67022 1.99235  0.48
H -1.59212 0.98669 2.48902  0.42

Entry 4:
Here is a structure of composition C11H24F6MgN4O8S2 in a non-equilibrium geometry from OMol25. Energies are from ωB97M-V/def2-TZVPD.

Values from the calculation:
**Electronic energy**: -77556.6655 eV
**ΔE to the lowest compared entry with this formula, charge and spin**: 2.898 eV
**HOMO**: -7.3999 eV

Each line ends with the Mulliken charge.
Element x y z (Å)
Mg -11.06283 -10.12380 9.37454  1.91
C -13.54608 -12.15054 6.81200  -0.81
C -12.81854 -12.67266 7.95400  -0.57
O -12.22359 -11.69264 8.79256  -0.65
H -14.40510 -11.55626 7.12346  0.12
H -13.92581 -12.93141 6.15311  0.45
H -12.93488 -11.55319 6.13546  0.12
H -12.02224 -13.31673 7.58092  0.24
H -13.50154 -13.27949 8.54845  0.33
C -14.36485 -8.38955 11.51150  0.70
F -15.01697 -9.39665 10.85050  -0.21
F -14.33483 -7.27283 10.72337  -0.14
F -14.96739 -8.25433 12.66498  -0.20
S -12.57339 -9.04838 11.93552  0.66
O -12.16106 -8.32179 13.14807  -0.51
O -12.68996 -10.52172 12.01260  -0.77
N -11.56364 -8.73518 10.50038  -0.45
S -11.23433 -7.17100 10.59258  0.73
O -11.06288 -6.64366 9.24190  -0.65
O -11.96437 -6.22218 11.48389  -0.57
C -9.49482 -7.27576 11.40494  0.66
F -8.71936 -8.04291 10.65467  -0.24
F -8.98642 -6.08676 11.45943  -0.23
F -9.51843 -7.79355 12.64325  -0.23
C -9.72833 -11.80574 11.71263  0.43
O -10.05312 -11.13664 10.74889  -0.64
N -10.53349 -12.41149 12.54950  -0.33
N -8.45350 -11.89336 12.00990  -0.43
H -10.24744 -13.00148 13.31773  0.18
H -11.49938 -12.11713 12.57184  0.29
H -7.81921 -11.33589 11.45581  0.19
H -8.12470 -12.35534 12.84570  0.18
C -7.43370 -10.68948 4.54333  -0.74
O -8.05776 -11.13595 5.75594  -0.34
C -7.61055 -10.45265 6.95735  -0.98
C -8.56945 -10.60902 8.11736  -0.47
N -9.69895 -9.67999 8.05679  0.03
C -10.45418 -9.81887 6.81100  -0.58
C -11.59082 -8.74741 6.83204  -0.98
O -12.45132 -8.99720 7.92718  0.59
C -13.72504 -8.33697 7.76402  -0.91
H -7.56721 -11.37921 3.70993  0.22
H -6.35372 -10.56998 4.62981  0.28
H -7.95065 -9.74724 4.36158  0.31
H -7.52908 -9.38635 6.74648  0.41
H -6.59753 -10.72802 7.25074  0.57
H -7.89374 -10.52239 8.96825  0.06
H -8.94374 -11.63273 8.12310  0.40
H -9.30206 -8.76174 7.91751  0.42
H -10.77100 -10.85641 6.70505  0.42
H -9.79735 -9.51972 5.99418  0.14
H -12.20543 -8.92098 5.94874  0.54
H -11.14489 -7.75543 6.90428  0.35
H -14.25426 -8.79643 6.92920  0.36
H -13.57505 -7.28204 7.53441  0.32
H -14.27263 -8.53725 8.68496  0.03

Entry 5:
Here is a structure of composition C11H24IO4P2Ru in a non-equilibrium geometry from OMol25. Energies are from ωB97M-V/def2-TZVPD.

Values from the calculation:
**Electronic energy**: -49225.6884 eV
**Charge**: +2
**ΔE to the lowest compared entry with this formula, charge and spin**: 0.403 eV
**2S+1**: 6
**HOMO (alpha / beta)**: -12.8661 / -15.6002 eV

Each line ends with the Mulliken charge.
Element x y z (Å)
C 1.55730 4.24449 1.94695  -1.02
C 0.87520 2.90632 1.76450  0.51
H 2.45415 4.25956 1.31158  0.34
H 1.82968 4.40908 2.98797  0.38
H 0.89521 5.05873 1.62031  0.38
O 1.41205 2.03002 1.07891  -0.21
I -0.98316 2.40666 2.53848  0.57
Ru -0.07366 -1.31178 -0.74804  0.20
P -0.65005 0.54405 -1.78459  1.16
C -0.62887 0.23113 -3.56162  -1.35
C -2.39753 0.76036 -1.33732  -1.20
H -2.85349 1.39266 -2.11408  0.45
H -0.39392 2.75460 -2.56880  0.53
H -2.42316 1.25679 -0.35386  0.24
H -0.53611 2.70737 -0.77456  0.23
H -1.12711 -0.71283 -3.80119  0.32
H -2.87662 -0.22807 -1.28610  0.35
C -0.06986 2.24036 -1.65173  -1.19
H -1.15398 1.05081 -4.05617  0.48
H 1.02072 2.27443 -1.55668  0.34
H 0.40042 0.18848 -3.93254  0.43
P 1.00541 -1.53357 1.15430  1.18
C 2.23336 -2.85115 0.93553  -1.46
C 1.78456 -0.56800 2.47116  -1.10
H -1.08511 -1.59597 2.32738  0.34
H 0.12694 -2.75416 3.02764  0.43
H -0.75749 -3.17332 1.48843  0.34
C -0.32712 -2.36597 2.10239  -1.27
H 1.02960 0.07225 2.95548  0.15
H 2.19211 -1.30990 3.18163  0.56
H 2.61067 -3.13126 1.93108  0.47
H 3.06065 -2.46806 0.31676  0.43
H 2.59098 0.04565 2.04429  0.32
H 1.76674 -3.70900 0.43774  0.34
C 1.56960 -1.25254 -1.62505  -0.14
O 2.51047 -1.34441 -2.30058  -0.26
C -2.17844 -4.20614 -2.48491  -1.08
C -1.46568 -3.41673 -1.42543  1.12
O -0.23410 -3.67953 -1.16183  -0.59
O -2.05616 -2.38148 -0.93070  -0.72
H -1.39935 -4.69201 -3.08488  0.36
H -2.83522 -3.55834 -3.09916  0.31
H -2.75814 -4.97848 -1.96236  0.32